{"formula": "C25H50As3BrIrO2Si2", "method": "ωB97M-V/def2-TZVPD", "elements": ["Ir", "C", "As", "C", "C", "C", "C", "C", "As", "C", "C", "C", "As", "C", "C", "H", "H", "H", "H", "H", "H", "H", "H", "H", "H", "H", "H", "H", "H", "H", "H", "H", "H", "H", "H", "H", "H", "H", "H", "H", "H", "H", "Br", "C", "C", "C", "C", "C", "C", "C", "O", "O", "H", "H", "H", "H", "C", "Si", "C", "C", "C", "Si", "C", "C", "C", "H", "H", "H", "H", "H", "H", "H", "H", "H", "H", "H", "H", "H", "H", "H", "H", "H", "H", "H"], "coordinates": [[0.970, -0.153, -0.573], [1.389, 0.184, 3.306], [1.230, -0.881, 1.708], [2.893, -1.848, 1.786], [-0.082, -2.191, 2.338], [-1.378, -2.419, 1.562], [-2.050, -1.110, 1.170], [-1.091, -3.252, 0.314], [0.162, -2.495, -0.984], [-0.730, -2.926, -2.640], [1.565, -3.827, -0.968], [-2.328, -3.249, 2.454], [-3.357, -2.564, 4.013], [-2.272, -1.113, 4.775], [-4.692, -1.447, 3.106], [1.495, -0.528, 4.124], [0.512, 0.808, 3.462], [2.273, 0.812, 3.250], [2.869, -2.509, 2.651], [3.701, -1.127, 1.894], [3.066, -2.400, 0.869], [-0.328, -1.862, 3.345], [0.473, -3.128, 2.427], [-1.437, -0.530, 0.484], [-2.242, -0.491, 2.042], [-3.005, -1.306, 0.678], [-2.029, -3.436, -0.212], [-0.661, -4.222, 0.574], [-1.069, -3.956, -2.542], [-0.035, -2.850, -3.473], [-1.580, -2.269, -2.813], [1.171, -4.742, -1.408], [1.870, -4.022, 0.058], [2.428, -3.482, -1.530], [-1.779, -4.104, 2.859], [-3.123, -3.671, 1.830], [-1.448, -1.524, 5.360], [-2.930, -0.579, 5.460], [-1.886, -0.399, 4.047], [-5.056, -1.958, 2.215], [-4.313, -0.464, 2.830], [-5.533, -1.318, 3.785], [3.340, 3.136, -5.525], [2.512, 1.653, -4.722], [1.193, 1.345, -5.063], [0.576, 0.275, -4.453], [1.257, -0.452, -3.476], [2.575, -0.138, -3.144], [3.218, 0.907, -3.799], [3.319, -0.907, -2.082], [4.442, -1.293, -2.257], [2.657, -1.146, -0.955], [0.674, 1.934, -5.808], [-0.432, -0.002, -4.739], [0.779, -1.319, -3.044], [4.251, 1.129, -3.569], [-1.932, 2.214, 1.053], [-1.465, 2.101, -0.757], [-2.407, 0.721, -1.635], [-1.944, 3.679, -1.619], [0.388, 1.796, -0.941], [1.489, 3.138, -0.139], [3.246, 2.800, -0.665], [1.011, 4.836, -0.741], [1.379, 3.114, 1.707], [-2.930, 1.802, 1.230], [-1.948, 3.259, 1.374], [-1.222, 1.681, 1.689], [-3.362, 0.512, -1.143], [-1.835, -0.208, -1.673], [-2.631, 1.017, -2.666], [-3.034, 3.734, -1.709], [-1.523, 3.730, -2.628], [-1.611, 4.559, -1.071], [0.629, 1.807, -2.008], [3.357, 2.952, -1.741], [3.548, 1.772, -0.435], [3.945, 3.475, -0.162], [0.813, 4.844, -1.816], [1.829, 5.537, -0.548], [0.123, 5.214, -0.229], [1.542, 2.114, 2.072], [0.407, 3.459, 2.067], [2.145, 3.764, 2.140]], "atomic_forces_ev_per_a": [[-0.7, -0.4, -1.2], [0.0, 0.2, 0.0], [-0.1, 0.1, -0.6], [0.1, 0.0, 0.1], [0.0, 0.0, 0.0], [-0.2, 0.0, 0.1], [-0.1, -0.1, 0.1], [-0.1, 0.1, -0.1], [0.3, 0.0, 0.9], [-0.1, 0.1, -0.2], [0.0, 0.0, -0.1], [0.1, -0.1, 0.0], [-0.1, -0.1, 0.1], [0.1, 0.0, 0.0], [0.0, 0.1, 0.0], [0.0, 0.0, 0.0], [0.0, 0.0, 0.0], [0.1, 0.0, 0.1], [0.0, 0.0, 0.1], [0.0, 0.0, 0.0], [0.0, 0.0, 0.1], [0.1, 0.0, 0.0], [0.0, 0.0, 0.0], [0.1, 0.0, 0.0], [0.0, 0.0, 0.0], [0.0, 0.0, 0.0], [0.0, 0.0, -0.1], [-0.1, 0.0, 0.1], [-0.1, 0.0, 0.0], [-0.1, -0.2, 0.0], [0.0, 0.0, 0.0], [0.0, 0.0, 0.0], [0.0, 0.0, 0.0], [0.0, 0.0, 0.0], [0.0, 0.0, -0.1], [0.0, 0.0, 0.0], [0.0, 0.0, 0.0], [0.0, 0.0, 0.0], [0.0, 0.0, 0.0], [0.0, 0.0, 0.0], [0.0, 0.0, 0.0], [0.0, 0.0, 0.0], [0.1, 0.1, -0.1], [-0.1, 0.0, 0.0], [0.1, 0.1, 0.0], [0.0, -0.1, 0.1], [0.0, 0.0, 0.1], [-0.2, 0.1, 0.2], [0.0, 0.0, 0.1], [-0.3, 0.1, -0.1], [0.2, -0.1, 0.1], [0.7, -0.3, -0.1], [0.0, 0.0, 0.0], [0.0, 0.0, 0.0], [0.3, 0.3, -0.2], [0.0, 0.0, 0.0], [-0.1, 0.1, 0.2], [0.1, -0.2, -0.2], [-0.2, 0.0, -0.1], [-0.2, 0.2, -0.1], [0.3, 0.1, 1.7], [-0.2, -0.1, -0.5], [0.2, 0.0, 0.0], [0.1, 0.2, -0.1], [-0.1, 0.3, 0.2], [0.1, 0.0, 0.0], [0.0, -0.1, 0.0], [0.0, 0.0, 0.0], [0.0, 0.0, -0.1], [0.0, 0.0, 0.0], [0.0, 0.0, 0.1], [0.1, 0.0, 0.0], [0.0, 0.0, 0.0], [-0.1, 0.0, -0.1], [0.0, -0.1, -0.5], [0.0, 0.0, 0.0], [0.0, 0.0, 0.0], [0.0, 0.0, 0.0], [0.0, 0.0, 0.1], [-0.1, 0.0, 0.0], [0.1, 0.0, 0.0], [0.0, -0.1, 0.1], [0.1, 0.0, 0.0], [0.0, 0.0, 0.0]], "e_tot_ev": -301978.702, "gap_ev": [6.846, 6.845], "homo_energy_ha": [-0.40325, -0.40324], "charge": 1}


{"formula": "C25H50AsF6O20", "method": "ωB97M-V/def2-TZVPD", "elements": ["As", "F", "F", "F", "F", "F", "F", "C", "O", "H", "H", "H", "H", "C", "O", "H", "H", "H", "H", "C", "O", "H", "H", "H", "H", "C", "O", "H", "H", "H", "H", "C", "O", "H", "H", "H", "H", "C", "C", "C", "O", "C", "O", "O", "H", "H", "H", "H", "H", "H", "C", "C", "C", "O", "C", "O", "O", "H", "H", "H", "H", "H", "H", "C", "C", "C", "O", "C", "O", "O", "H", "H", "H", "H", "H", "H", "C", "C", "C", "O", "C", "O", "O", "H", "H", "H", "H", "H", "H", "C", "C", "C", "O", "C", "O", "O", "H", "H", "H", "H", "H", "H"], "coordinates": [[-0.301, -0.128, 0.821], [1.066, 0.864, 1.315], [-1.342, 1.250, 1.129], [-1.717, -1.045, 0.419], [0.771, -1.504, 0.594], [-0.436, -0.694, 2.501], [-0.056, 0.378, -0.842], [-4.726, -0.328, 1.561], [-4.163, 0.943, 1.290], [-5.692, -0.321, 2.066], [-4.771, -0.931, 0.651], [-4.080, -0.828, 2.290], [-3.208, 0.960, 1.418], [-2.549, -3.768, 1.294], [-3.113, -4.862, 1.991], [-1.627, -3.410, 1.751], [-2.361, -4.027, 0.245], [-3.285, -2.972, 1.188], [-2.406, -5.433, 2.297], [-4.020, 0.651, -1.970], [-4.720, 1.667, -1.281], [-4.592, -0.260, -2.179], [-3.772, 1.086, -2.943], [-3.081, 0.369, -1.481], [-4.769, 1.372, -0.344], [0.231, 3.518, 3.546], [1.469, 3.212, 2.894], [-0.116, 2.622, 4.065], [0.386, 4.343, 4.233], [-0.493, 3.753, 2.761], [1.297, 2.485, 2.285], [-2.164, 0.536, 5.328], [-1.563, -0.631, 4.829], [-2.693, 0.391, 6.269], [-1.421, 1.333, 5.406], [-2.961, 0.923, 4.673], [-1.059, -0.418, 4.019], [-0.782, 3.796, -0.444], [-1.626, 3.443, -1.670], [-2.792, 4.396, -1.801], [-2.930, 4.492, -3.231], [-1.725, 4.236, -3.773], [-1.371, 4.382, -4.901], [-0.896, 3.734, -2.841], [-1.308, 3.879, 0.506], [-0.225, 4.731, -0.534], [-0.010, 3.036, -0.309], [-1.926, 2.396, -1.641], [-2.603, 5.423, -1.472], [-3.701, 4.074, -1.297], [0.036, -2.784, -2.775], [-1.221, -3.592, -2.535], [-2.482, -2.813, -2.962], [-2.999, -3.615, -4.025], [-2.302, -4.765, -4.133], [-2.624, -5.654, -4.859], [-1.242, -4.783, -3.318], [0.893, -3.283, -2.315], [-0.010, -1.773, -2.366], [0.368, -2.671, -3.810], [-1.277, -3.928, -1.501], [-2.240, -1.789, -3.232], [-3.211, -2.844, -2.150], [0.913, 2.182, -5.146], [1.779, 2.286, -3.910], [2.283, 1.001, -3.223], [3.659, 1.302, -2.984], [4.012, 2.498, -3.510], [5.090, 2.983, -3.450], [2.957, 3.027, -4.144], [1.234, 1.382, -5.821], [0.860, 3.164, -5.605], [-0.095, 1.838, -4.905], [1.209, 2.863, -3.176], [2.090, 0.140, -3.867], [1.818, 0.801, -2.259], [4.539, 0.244, 0.099], [4.843, -1.138, -0.432], [3.605, -1.844, -1.000], [4.078, -2.364, -2.261], [5.263, -1.841, -2.552], [5.823, -2.005, -3.598], [5.703, -1.062, -1.572], [3.908, 0.217, 0.984], [4.207, 0.900, -0.704], [5.475, 0.706, 0.429], [5.270, -1.846, 0.282], [2.792, -1.149, -1.218], [3.199, -2.662, -0.411], [3.523, -0.930, 3.822], [2.172, -1.472, 4.324], [2.246, -2.776, 5.108], [1.667, -2.461, 6.374], [1.413, -1.148, 6.457], [0.851, -0.600, 7.354], [1.800, -0.531, 5.328], [4.086, -1.710, 3.301], [4.162, -0.650, 4.659], [3.356, -0.073, 3.174], [1.406, -1.514, 3.552], [3.300, -3.019, 5.256], [1.749, -3.560, 4.542]], "atomic_forces_ev_per_a": [[0.8, -0.3, 0.5], [-0.3, -0.4, -0.3], [0.2, -0.3, 0.1], [0.4, 0.1, -0.2], [-0.5, 0.6, -0.3], [0.0, 0.5, -1.0], [-0.3, -0.3, 0.6], [1.2, -0.8, 0.7], [-1.0, 0.5, 0.0], [-0.2, 0.7, -0.4], [-0.1, 0.0, 0.0], [0.0, -0.3, -0.2], [0.0, -0.3, 0.0], [-0.1, -0.1, -0.8], [-0.2, 0.0, 0.1], [-0.1, 0.2, 0.0], [0.3, -0.2, 0.1], [0.0, 0.0, 0.6], [0.0, 0.0, 0.0], [0.3, 0.5, -0.7], [-0.2, -0.6, 0.6], [-0.2, 0.1, 0.3], [0.1, -0.2, 0.0], [0.0, 0.0, 0.1], [0.2, 0.5, -0.4], [0.4, -0.9, -1.0], [0.0, 0.3, 0.3], [-0.2, 0.2, 0.3], [0.0, 0.0, 0.0], [-0.3, 0.3, 0.3], [0.0, 0.0, 0.1], [-0.3, 0.8, -0.7], [0.0, -0.3, 0.0], [0.5, -0.4, 0.2], [-0.1, 0.1, 0.4], [0.1, -0.1, -0.3], [-0.6, -0.1, 0.7], [1.0, -0.4, 0.1], [0.1, 1.2, 2.1], [-0.5, 0.4, -0.1], [-0.3, 0.0, -0.5], [0.3, -0.3, -0.1], [-0.6, 0.4, -0.2], [0.5, -0.3, -0.2], [-0.5, -0.3, -0.2], [-0.3, 0.1, -0.5], [-0.1, -0.1, 0.1], [-0.1, 0.0, -0.2], [0.5, -0.2, 0.3], [-0.1, -0.4, -0.5], [1.3, -0.3, 0.1], [0.4, 0.9, 0.0], [0.1, -1.2, 0.8], [0.0, 0.6, -0.2], [-0.5, -0.4, -0.5], [0.2, 0.1, 0.0], [0.0, 0.1, -0.1], [-0.1, 0.1, 0.2], [-0.3, -0.1, 0.3], [-0.7, -0.2, -0.2], [0.0, 0.3, 0.0], [-0.2, -0.1, -0.4], [-0.1, 0.3, -0.1], [0.1, -1.0, 0.0], [-1.3, 0.1, 1.2], [-0.4, 0.5, -0.3], [0.3, -0.7, 0.1], [-0.6, -0.4, -0.4], [0.3, 0.1, 0.2], [0.6, 0.6, -0.6], [0.6, 0.4, -0.2], [-0.1, -0.1, -0.3], [-0.1, 0.4, 0.4], [0.0, 0.0, -0.1], [0.7, -0.2, 0.0], [-0.1, 0.2, 0.0], [1.4, 0.2, 0.3], [-1.0, -0.5, 0.0], [-0.2, 0.2, -0.8], [-0.9, -0.6, 0.5], [0.4, 0.2, -1.4], [0.0, -0.1, 0.4], [0.6, 0.4, 0.7], [-0.4, 0.0, -0.3], [-0.5, -0.2, 0.1], [0.0, -0.1, 0.1], [0.4, 0.5, 0.2], [0.0, 0.0, 0.1], [0.2, 0.0, 0.1], [-0.2, -0.9, -0.3], [1.2, 0.8, 0.2], [0.9, 0.5, -0.3], [-0.1, -1.0, -0.1], [-1.0, 0.7, -0.4], [0.6, -0.3, 0.2], [-0.7, 0.4, 0.2], [-0.2, 0.1, -0.3], [-0.3, 0.1, 0.2], [0.1, 0.0, 0.0], [0.1, 0.2, 0.0], [-0.1, -0.3, 0.2], [-0.3, -0.3, 0.6]], "e_tot_ev": -144836.266, "gap_ev": 9.847, "homo_energy_ha": -0.29437, "e_above_lowest_ev": 0.000, "charge": -1}